# 1
Density functional theory data (ωB97M-V with the def2-TZVPD basis set) for a cluster of 6 separate species, CH16NO5 in total in a non-equilibrium geometry.

Summary:
- relative energy (zero: lowest compared OMol25 entry of this formula, charge and spin) (eV) = 1.717
- charge = +1
- DFT total energy (eV) = -13017.9707

Structure (XYZ):
```
23
CH16NO5 (ωB97M-V with the def2-TZVPD basis set)
C -0.57963 -2.02904 1.03315
N 0.34468 -1.72315 -0.14224
H -0.20402 -1.86944 2.01485
H -1.48210 -1.33556 0.97525
H -1.00698 -3.06325 0.89095
H -0.22013 -1.74044 -1.06455
H 0.87275 -2.55606 -0.31310
H 0.95810 -0.83451 0.06046
H 1.61927 0.60663 1.43433
H 1.56706 0.04108 2.81945
O 1.12819 -0.03386 1.95573
H -0.74053 2.40403 -2.37632
H -0.91045 1.97868 -1.03688
O -0.39230 1.77049 -1.81690
H -0.93297 -0.60810 -2.99313
H 0.29886 0.07494 -2.48407
O -0.08804 -0.76815 -2.59587
H 2.36059 2.19329 -0.04438
H 0.80938 1.94556 -0.47766
O 1.62635 1.47135 -0.13363
H -2.31358 1.88725 1.38672
H -1.26875 0.70065 1.74233
O -1.44575 1.48763 1.16553
```

# 2
Density functional theory data (ωB97M-V with the def2-TZVPD basis set) for a cluster of 6 separate species, C59H132N4O3P2 in total in a non-equilibrium geometry.

Summary:
- spin multiplicity = 2
- charge = +3
- DFT total energy (eV) = -93972.4146

Structure (XYZ):
```
200
C59H132N4O3P2 (ωB97M-V with the def2-TZVPD basis set)
N -1.06753 -0.02641 0.00774
O 0.06182 -0.40627 0.24117
O -1.84251 0.01688 0.95083
O -1.51994 0.27955 -1.10285
C 3.38256 -4.46769 -0.57567
C 3.61985 -2.99276 -0.88072
C 3.22541 -2.47058 -2.29707
C 1.72391 -2.38937 -2.42553
P 1.16673 -1.55386 -4.09004
C 1.97345 -2.48266 -5.40465
C 1.64183 -3.96692 -5.33092
C 2.03713 -4.52933 -6.67627
C 1.77198 -6.05754 -6.86657
C 1.66634 0.16976 -4.13495
C 0.99922 1.30360 -3.20086
C 1.78853 2.60448 -3.17418
C 1.22144 3.70751 -2.27010
C -0.61526 -1.60503 -4.33998
C -0.99451 -1.21214 -5.79808
C -2.43192 -1.52477 -6.02117
C -2.84171 -3.00563 -6.13350
H 3.56215 -4.90200 0.40781
H 3.95995 -4.98077 -1.34474
H 2.33295 -4.75350 -0.64441
H 4.68808 -2.80241 -0.77707
H 3.21749 -2.26271 -0.17842
H 3.57768 -3.17294 -3.05251
H 3.60420 -1.50186 -2.62295
H 1.41762 -1.73200 -1.61180
H 1.21052 -3.35073 -2.40787
H 3.02535 -2.25495 -5.23219
H 1.89204 -1.92447 -6.33733
H 0.63231 -4.27846 -5.06276
H 2.29931 -4.40136 -4.57787
H 3.12186 -4.44770 -6.74552
H 1.67955 -3.91727 -7.50429
H 2.41073 -6.55836 -6.13906
H 2.24621 -6.52582 -7.72908
H 0.78898 -6.43659 -6.58706
H 1.78978 0.57204 -5.14046
H 2.67779 0.02840 -3.75404
H 0.90879 0.90345 -2.19101
H 0.04304 1.60593 -3.62797
H 2.00921 3.04373 -4.14704
H 2.77570 2.30088 -2.82573
H 1.06375 3.18808 -1.32488
H 0.27159 4.02517 -2.70019
H 1.89781 4.51217 -1.98175
H -0.93326 -0.89485 -3.57668
H -0.93040 -2.61800 -4.08962
H -0.41304 -1.80826 -6.50138
H -0.85932 -0.15348 -6.01962
H -2.78364 -1.01812 -6.91988
H -3.08882 -1.06578 -5.28231
H -2.67481 -3.58614 -5.22616
H -2.12520 -3.40600 -6.85072
H -3.89187 -3.11574 -6.40393
C -0.95000 -3.42078 9.34213
C 0.02555 -2.31516 8.86501
C 0.06124 -2.28576 7.28287
C -1.30222 -1.74626 6.69576
P -1.07951 -0.78806 5.13899
C -0.08105 0.74367 5.48267
C 0.23369 1.49214 4.12479
C 0.48018 2.98375 4.16482
C 1.87144 3.55398 4.53313
C -0.37627 -1.72081 3.80411
C 1.04244 -2.36734 4.10332
C 2.13049 -2.30591 3.02546
C 3.19894 -3.33609 3.28206
C -2.80500 -0.24872 4.56075
C -3.85530 -1.37913 4.39139
C -5.10854 -0.81008 3.52679
C -5.96337 -1.97460 2.93759
H -0.93729 -3.64714 10.40830
H -0.73938 -4.36197 8.83428
H -1.95272 -3.09526 9.06521
H 1.06584 -2.42573 9.17108
H -0.23113 -1.40885 9.41348
H 0.26967 -3.22716 6.77450
H 0.99596 -1.73858 7.16042
H -1.78486 -1.14335 7.46496
H -2.03965 -2.50744 6.44101
H 0.80385 0.31041 5.94887
H -0.50284 1.34454 6.28837
H -0.53521 1.28010 3.38187
H 1.07066 0.98779 3.64186
H -0.22577 3.41276 4.87593
H 0.26632 3.41001 3.18468
H 2.20082 3.09784 5.46670
H 2.00175 4.62395 4.69529
H 2.59345 3.20114 3.79672
H -0.26555 -0.97105 3.02073
H -1.20982 -2.39110 3.59434
H 0.92722 -3.36052 4.53738
H 1.48196 -1.77973 4.90932
H 2.42804 -1.27448 3.21447
H 1.72127 -2.40229 2.01980
H 3.75170 -3.31381 2.34288
H 2.81442 -4.34511 3.13331
H 3.69225 -3.20327 4.24492
H -2.57884 0.14678 3.57053
H -3.12995 0.67080 5.04756
H -4.15032 -1.74175 5.37606
H -3.47356 -2.23159 3.82953
H -4.73385 -0.18638 2.71518
H -5.67339 -0.10262 4.13388
H -6.40220 -2.46391 3.80714
H -5.31858 -2.71605 2.46579
H -6.75047 -1.59187 2.28790
C 3.09762 0.72755 1.09923
C 3.95538 0.88420 -0.12118
C 4.94696 1.99932 0.11933
C 6.00399 2.14660 -0.99162
N 7.01916 3.37504 -0.80410
C 6.34647 4.81855 -0.75438
C 7.26414 5.76539 -1.58905
C 8.12589 4.97247 -2.47239
C 7.87834 3.45154 -2.10751
C 7.85114 3.24514 0.52109
H 3.72048 0.69105 1.99299
H 2.66714 -0.27260 1.04943
H 2.46452 1.61251 1.16353
H 3.24370 1.09941 -0.91823
H 4.37468 -0.06007 -0.46850
H 5.56657 1.79882 0.99338
H 4.43784 2.95812 0.21739
H 5.49637 2.28146 -1.94673
H 6.78530 1.39346 -1.09379
H 6.33079 5.05797 0.30888
H 5.33041 4.67329 -1.12130
H 7.92943 6.37153 -0.97416
H 6.55660 6.36504 -2.16168
H 9.18987 5.16637 -2.33659
H 7.94284 5.27377 -3.50380
H 8.75745 2.84575 -1.88778
H 7.26880 3.06461 -2.92411
H 7.25723 3.06008 1.41615
H 8.28828 4.22974 0.68717
H 8.60685 2.47767 0.35378
C -4.46520 0.14724 -2.44444
C -5.42149 -1.03658 -2.58352
C -4.83198 -2.42589 -2.19853
C -4.56981 -2.71366 -0.67302
N -3.48434 -3.77406 -0.39113
C -3.39125 -4.10177 1.06819
C -2.00809 -4.61790 1.26276
C -1.08948 -3.91458 0.33440
C -2.03713 -3.24791 -0.65053
C -3.68702 -5.05107 -1.15785
H -3.62689 -0.13687 -3.08053
H -4.03279 0.29837 -1.45536
H -4.89200 1.09050 -2.78533
H -5.60915 -1.08726 -3.65605
H -6.24384 -0.60957 -2.00949
H -3.85581 -2.55866 -2.66497
H -5.62774 -3.11035 -2.49242
H -5.50535 -3.01502 -0.20180
H -4.44639 -1.79176 -0.10471
H -4.14664 -4.84178 1.33250
H -3.57991 -3.19430 1.64179
H -1.79565 -5.68562 1.20846
H -1.75420 -4.36262 2.29158
H -0.40636 -4.61704 -0.14309
H -0.46812 -3.26675 0.95273
H -1.67853 -3.41176 -1.66673
H -2.05778 -2.16196 -0.55896
H -4.62025 -5.52939 -0.86054
H -2.82332 -5.70658 -1.04627
H -3.75895 -4.78216 -2.21171
C -3.77398 7.92462 -3.28965
C -2.78746 7.05242 -2.41027
C -3.55802 5.96745 -1.62329
C -2.59944 5.10365 -0.77886
N -3.21262 4.04178 0.25008
C -3.83014 4.74694 1.43629
C -3.70796 3.93719 2.67592
C -2.72237 2.83924 2.35030
C -2.03921 3.29078 0.99696
C -4.18809 3.12735 -0.36771
H -4.41612 8.42091 -2.56202
H -4.33906 7.32132 -4.00015
H -3.20375 8.57863 -3.94935
H -2.24387 7.73920 -1.76148
H -2.09890 6.53542 -3.07863
H -4.05534 5.23536 -2.25954
H -4.29853 6.54128 -1.06611
H -1.94000 5.76585 -0.21785
H -1.89662 4.50586 -1.35920
H -4.84533 5.05940 1.19160
H -3.16174 5.54900 1.74939
H -4.68136 3.49923 2.89679
H -3.39092 4.55652 3.51498
H -2.98933 1.79623 2.52050
H -2.08820 2.85987 3.23659
H -1.63030 2.48061 0.39321
H -1.24165 4.03266 1.03729
H -5.11754 3.61849 -0.65582
H -4.22683 2.29938 0.34014
H -3.84683 2.68508 -1.30368
```

# 3
Density functional theory data (ωB97M-V with the def2-TZVPD basis set) for a cluster of 5 separate species, C38H24O10 in total in a non-equilibrium geometry.

Summary:
- structure (SMILES) = O=C1c2ccccc2C(=O)c2ccccc21.O=C1C=CC(=O)C=C1.O=C1C=CC(=O)C=C1.O=C1C=CC(=O)C=C1.O=C1C=CC(=O)C=C1
- relative energy (zero: lowest compared OMol25 entry of this formula, charge and spin) (eV) = 0.081
- charge = 0
- DFT total energy (eV) = -60263.7038

Structure (XYZ):
```
72
C38H24O10 (ωB97M-V with the def2-TZVPD basis set)
O -0.83476 3.16126 -2.48023
C -2.02180 3.44612 -2.28692
C -2.45073 4.74390 -1.60854
C -1.43751 5.64187 -1.23337
C -1.73284 6.81713 -0.61401
C -3.02540 7.20213 -0.36738
C -4.01811 6.36079 -0.77024
C -3.82283 5.10518 -1.37616
C -4.91832 4.19445 -1.71322
O -6.06650 4.51217 -1.43839
C -4.51528 2.86410 -2.27743
C -5.55126 1.98208 -2.66283
C -5.24717 0.71903 -3.18962
C -3.94030 0.36440 -3.29205
C -2.90861 1.26086 -3.05386
C -3.13644 2.48803 -2.52664
H -0.43693 5.35797 -1.55894
H -0.88612 7.50775 -0.45642
H -3.21109 8.19744 0.02012
H -5.04950 6.77162 -0.62598
H -6.54848 2.34969 -2.47607
H -5.98207 -0.05207 -3.39388
H -3.71463 -0.62169 -3.63102
H -1.88008 1.09453 -3.35692
O 5.26941 -2.16747 4.12100
C 4.83717 -0.99136 3.99335
C 4.82115 -0.04292 5.10912
C 4.11418 1.10111 4.90702
C 3.47860 1.31066 3.51301
O 2.66120 2.19605 3.40682
C 3.63419 0.37892 2.41506
C 4.33555 -0.77251 2.56815
H 5.14984 -0.48869 6.04045
H 3.88043 1.72522 5.71303
H 3.19223 0.61861 1.45864
H 4.50540 -1.47961 1.75749
O -5.66251 -1.58106 -0.38396
C -4.94299 -1.98971 0.46957
C -3.75917 -1.13662 1.02837
C -2.99940 -1.67504 1.95953
C -2.96188 -3.12233 2.27695
O -2.04198 -3.61644 2.84270
C -4.04137 -4.02348 1.71066
C -4.94720 -3.45730 0.87110
H -3.64715 -0.11069 0.77334
H -2.24144 -1.05117 2.51472
H -4.02425 -5.03440 2.03688
H -5.88859 -3.93495 0.44009
O 3.41780 0.24950 -0.78077
C 2.27354 -0.02491 -1.06853
C 1.84843 -0.91338 -2.21682
C 0.58823 -1.36856 -2.41912
C -0.57969 -0.90312 -1.52409
O -1.68212 -1.33196 -1.73202
C -0.19300 0.17626 -0.53319
C 1.07080 0.54530 -0.29687
H 2.61405 -1.12815 -2.95016
H 0.38189 -2.19962 -3.10259
H -1.06116 0.63559 -0.09338
H 1.29626 1.37325 0.31234
O 3.55625 -3.53949 -0.31043
C 4.56140 -4.20351 -0.10832
C 5.55100 -4.47393 -1.21167
C 6.82371 -4.86528 -1.02771
C 7.19321 -5.36715 0.35219
O 8.21733 -5.97023 0.59892
C 6.17912 -5.14277 1.43158
C 4.92488 -4.69281 1.18990
H 5.31867 -4.04670 -2.19890
H 7.55851 -4.90332 -1.82268
H 6.57682 -5.39737 2.39417
H 4.17943 -4.63118 1.94506
```

# 4
Density functional theory data (ωB97M-V with the def2-TZVPD basis set) for a structure of composition C15H42NO11P3SSi in a non-equilibrium geometry.

Summary:
- charge = 0
- DFT total energy (eV) = -86826.5565

Structure (XYZ):
```
74
C15H42NO11P3SSi (ωB97M-V with the def2-TZVPD basis set)
C -3.02565 -8.09550 0.04900
Si -1.82994 -9.57487 -0.01850
C -2.87374 -11.19480 0.10039
C -0.64713 -9.64096 1.51169
O -0.85223 -9.59157 -1.46276
S -0.45999 -8.03795 -1.97190
O -0.76310 -7.96933 -3.43724
O 1.22868 -7.84045 -1.81983
P 1.54666 -7.08004 -0.30333
N 0.28124 -6.13203 0.00057
H -3.51002 -7.93899 1.05114
H -2.55541 -7.11274 -0.24025
H -3.85974 -8.32183 -0.68753
H -2.29378 -11.93227 0.73210
H -3.80957 -10.90610 0.65005
H -3.14898 -11.61083 -0.90338
H -0.90619 -10.54102 2.14706
H -0.66895 -8.69555 2.11227
H 0.37571 -9.87233 1.08086
H 1.68440 -8.13447 0.63978
H 2.76242 -6.29922 -0.38432
H 0.62129 -5.16643 0.11220
O 1.04307 -1.40992 0.46787
P 0.95957 -0.34195 -0.62067
O 0.86890 0.96332 0.39101
C 2.07327 1.44100 0.97322
C 2.94216 2.14752 -0.05312
O -0.66869 -0.52221 -0.88029
C -1.30517 -1.76733 -0.60496
C -1.90561 -1.77102 0.78900
O 0.90260 0.77414 -1.91425
C 1.37972 0.29394 -3.18090
C 0.53420 -0.83911 -3.73323
H 2.61745 0.61441 1.44157
H 1.79519 2.14369 1.76209
H 3.31708 1.44080 -0.79945
H 3.80090 2.62207 0.42599
H 2.37034 2.90740 -0.58696
H -0.60942 -2.59811 -0.74205
H -2.10127 -1.90084 -1.34204
H -1.19915 -1.41991 1.54220
H -2.24115 -2.77367 1.06281
H -2.76508 -1.09539 0.83030
H 2.42283 -0.01988 -3.07622
H 1.35560 1.13852 -3.87290
H 0.62950 -1.73893 -3.11689
H 0.84625 -1.09188 -4.74833
H -0.52203 -0.56691 -3.74496
O 1.58487 8.12257 -0.24355
P 0.56831 7.41938 0.65270
O -0.43319 6.81360 -0.51507
C -0.00859 5.66390 -1.23843
C -0.06453 4.40791 -0.38594
O -0.31510 8.76170 1.07308
C 0.27123 10.05960 1.02163
C -0.03552 10.74285 -0.29858
O -0.33209 6.57317 1.83372
C 0.32830 6.35134 3.08848
C 0.63619 7.64281 3.82431
H 1.00174 5.82269 -1.63028
H -0.68173 5.55643 -2.09159
H 0.67681 4.45027 0.41855
H 0.13901 3.52091 -0.98939
H -1.04379 4.29915 0.08269
H 1.34731 10.00714 1.20182
H -0.15644 10.64451 1.84055
H 0.16725 10.09626 -1.15302
H 0.54961 11.65891 -0.40522
H -1.09699 11.00264 -0.35026
H 1.24499 5.77889 2.91567
H -0.33783 5.73490 3.69593
H 1.38965 8.23069 3.29029
H 1.01970 7.43305 4.82481
H -0.25621 8.26425 3.91022
```